(1)
A 2-piece molecular cluster, C3H10N2O overall. Source: the OMol25 dataset; level of theory: ωB97M-V/def2-TZVPD.

```
! RIJCOSX wB97M-V def2-TZVPD def2/J DEFGRID3
* xyz 0 1
N 2.5200 -0.3506 0.5579
C 2.0803 -1.5812 0.1982
O 2.8260 -2.5400 0.2158
H 2.0189 0.5082 0.4093
H 3.4874 -0.2618 0.8283
H 0.9904 -1.7003 0.1037
C -1.6061 0.6061 -1.4229
N -1.6164 -0.0387 -0.1368
C -1.2289 0.7756 0.9802
H -2.4548 1.2832 -1.5029
H -0.6754 1.1642 -1.6604
H -1.6766 -0.1505 -2.2065
H -1.1076 -0.9075 -0.2222
H -1.8392 1.6838 1.0280
H -0.2281 1.1837 0.8848
H -1.4899 0.3260 1.9457
*
```

## Properties
SMILES: NC=O.CNC
Frontier orbital gap (eV): 9.81
Total energy (Eh): -305.0332
E_HOMO (eV): -9.002

=====

(2)
A 2-piece molecular cluster, C3H10N2O overall. Source: the OMol25 dataset; level of theory: ωB97M-V/def2-TZVPD.

```
! RIJCOSX wB97M-V def2-TZVPD def2/J DEFGRID3
* xyz 0 1
C -5.2541 -1.4652 1.0093
C -4.5329 -2.2150 0.1468
O -3.3830 -1.6290 -0.3186
H -6.2307 -1.8068 1.4424
H -5.2162 -0.2687 1.2538
H -4.4648 -3.2097 -0.2893
H -3.2849 -1.6726 -1.4073
N 4.4057 2.7028 0.4007
C 3.8620 1.9204 -0.6685
N 3.8206 0.3879 -0.3695
H 3.5776 2.7174 0.9811
H 5.2214 2.3925 0.7688
H 2.8059 1.9686 -0.9576
H 4.3748 2.0398 -1.6353
H 3.6622 -0.3135 -1.0425
H 4.5852 0.1091 0.2915
*
```

## Properties
SMILES: C=CO.NCN
Frontier orbital gap (eV): 9.47
Total energy (Eh): -304.9243
E_HOMO (eV): -8.705

=====

It is found that the ΔE to the lowest compared entry with this formula, charge and spin values, taken in the order of the records, are 108.89 394.72 kJ/mol.